1.
This record from the Open Molecules 2025 dataset describes C39H55B2N2O4P2S3Ti as an isolated structure. The level of theory is wB97M-V/def2-TZVPD.

```
108
Properties=species:S:1:pos:R:3:forces:R:3
Ti -0.048324 1.576746 -0.510099 0.24 0.88 -1.10
C 5.593632 0.948164 -1.647351 0.03 0.02 0.02
C 4.102438 1.172357 -1.919152 0.01 0.02 -0.05
C 3.571015 -0.110334 -2.575119 0.00 0.03 -0.01
C 3.928702 2.332790 -2.905777 0.02 0.02 0.02
P 3.004393 1.519259 -0.431953 -0.05 -0.05 0.01
C 3.373025 0.075104 0.682363 0.03 0.00 0.02
N 2.454009 -1.021064 0.420238 0.03 -0.06 -0.11
B 1.025733 -1.005718 0.446648 0.04 0.09 0.17
N 0.563274 -2.338944 0.224697 0.17 -0.11 -0.22
C -0.756755 -2.904797 0.431683 -0.04 0.02 0.02
P -2.101802 -1.927700 -0.408524 0.02 -0.03 0.03
C -2.512500 -3.031472 -1.882992 -0.02 0.00 -0.03
C -1.187382 -3.361753 -2.589817 0.03 0.07 0.05
C -3.338681 -2.164900 -2.845314 0.02 0.02 0.04
C -3.242599 -4.342447 -1.602332 0.01 0.02 0.04
C -3.421232 -2.059019 0.929627 -0.09 0.02 0.02
C -2.982760 -1.009919 1.967566 0.12 -0.03 0.00
C -3.601133 -3.399403 1.653119 0.03 0.01 -0.05
C -4.766873 -1.617252 0.347975 0.00 -0.03 0.06
C 1.696950 -3.142741 0.091195 0.00 0.03 -0.02
C 1.811187 -4.507955 -0.103794 0.01 0.02 0.00
C 3.085254 -5.062749 -0.202967 0.00 0.00 0.00
C 4.217889 -4.267483 -0.103637 0.00 0.00 0.01
C 4.111750 -2.894395 0.103961 0.00 0.00 -0.02
C 2.848966 -2.336720 0.203775 0.00 0.03 0.02
C 3.658381 3.018340 0.504712 0.00 0.01 0.02
C 3.242671 2.883354 1.976255 0.03 0.03 0.01
C 2.943675 4.242269 -0.088690 0.02 0.00 -0.01
C 5.166548 3.266608 0.467483 0.01 0.01 0.00
H 6.054450 0.582826 -2.570172 -0.01 0.00 -0.01
H 5.768923 0.185975 -0.884714 0.01 0.00 -0.01
H 6.120535 1.852795 -1.356357 -0.01 -0.06 -0.03
H 4.127776 -0.275922 -3.502452 -0.01 0.00 -0.01
H 2.513733 -0.040106 -2.820944 0.02 -0.02 0.00
H 3.722061 -0.986901 -1.942036 -0.01 0.00 0.01
H 4.397561 2.068576 -3.858046 -0.01 0.00 0.00
H 4.405101 3.245954 -2.542240 0.00 -0.01 -0.01
H 2.875658 2.545434 -3.100440 0.04 -0.01 -0.02
H 3.251934 0.398060 1.716662 -0.02 0.02 0.00
H 4.396779 -0.276388 0.560321 -0.02 -0.01 0.01
H -0.954860 -2.963680 1.506548 -0.01 0.07 -0.07
H -0.766127 -3.926476 0.058653 0.01 -0.08 0.02
H -0.532987 -2.492418 -2.675253 -0.02 0.00 0.00
H -1.406332 -3.704593 -3.605330 -0.01 -0.02 0.01
H -0.639898 -4.162329 -2.089415 0.03 0.01 0.05
H -2.778969 -1.273565 -3.136284 0.00 0.00 0.01
H -4.279239 -1.837089 -2.401878 -0.05 0.01 0.03
H -3.572190 -2.741529 -3.746236 0.01 0.01 0.00
H -2.725175 -4.950236 -0.855984 0.01 0.00 0.01
H -3.294459 -4.928132 -2.526550 -0.01 -0.01 0.01
H -4.264664 -4.178486 -1.262878 -0.04 0.01 0.05
H -2.076388 -1.318339 2.498444 -0.12 0.05 -0.08
H -3.774303 -0.882274 2.712037 0.00 -0.02 0.01
H -2.783761 -0.037357 1.512902 -0.03 -0.03 0.03
H -2.653196 -3.853452 1.947925 -0.07 0.01 0.03
H -4.147509 -4.122523 1.052882 -0.02 -0.07 -0.11
H -4.176892 -3.234114 2.569759 -0.02 0.00 -0.02
H -4.690706 -0.656235 -0.160682 0.00 0.07 -0.03
H -5.491794 -1.506164 1.160566 -0.01 0.01 -0.01
H -5.169631 -2.345497 -0.356852 0.01 -0.02 -0.02
H 0.936548 -5.140243 -0.175050 -0.01 -0.01 -0.01
H 3.188629 -6.129223 -0.355905 0.00 0.00 0.00
H 5.199295 -4.717163 -0.182118 0.00 0.00 0.00
H 5.002367 -2.285448 0.188154 0.00 0.01 0.00
H 2.236384 2.490042 2.106062 -0.05 -0.02 -0.01
H 3.268181 3.872687 2.441208 0.01 0.01 0.00
H 3.933780 2.242035 2.527934 0.00 -0.01 0.00
H 1.865598 4.170645 0.044902 -0.02 0.00 0.00
H 3.143703 4.361281 -1.154529 -0.02 0.00 0.02
H 3.297191 5.141113 0.426611 0.00 0.00 0.00
H 5.741201 2.393894 0.783853 -0.01 0.01 0.01
H 5.395982 4.084271 1.158178 0.00 0.01 0.01
H 5.507431 3.572895 -0.521979 -0.01 0.00 0.03
S 0.654875 1.742035 -5.015601 0.01 0.02 -0.06
C 0.255279 1.668151 -3.424130 -0.09 -0.09 0.17
S 0.028776 0.174640 -2.549674 -0.12 -0.09 -0.01
S 0.032411 3.078445 -2.409654 0.11 -0.23 0.11
C 0.479500 -0.803962 3.131385 -0.06 -0.04 0.12
C 0.353585 0.410524 2.272703 0.27 -0.04 -0.08
O 0.235116 0.110554 0.818716 -0.06 -0.17 0.40
C -0.021559 1.649113 2.782650 -0.09 0.07 0.21
C -0.157840 1.791746 4.207190 -0.03 -0.01 -0.07
C -0.480457 2.988197 4.808242 0.01 0.02 0.02
C -0.694244 4.149540 4.065642 0.01 -0.02 -0.01
C -0.552996 4.062585 2.688052 -0.01 0.01 0.01
C -0.233491 2.870243 2.068151 0.15 0.01 -0.04
O -0.038065 2.875504 0.719185 -0.22 -0.28 0.40
H 0.660642 -1.711567 2.554438 0.03 0.03 0.04
H -0.419711 -0.994974 3.740001 0.03 -0.01 0.03
H 1.316049 -0.719637 3.837438 -0.02 0.01 -0.02
H -0.001017 0.927279 4.836714 0.00 -0.02 0.00
H -0.572057 3.013704 5.888828 0.00 0.01 0.00
H -0.955554 5.084819 4.541594 0.00 0.00 0.00
H -0.685030 4.927304 2.047996 -0.01 0.01 0.01
O -3.100419 2.221482 0.316611 -0.02 0.01 0.02
B -2.257689 1.699650 -0.684692 -0.04 -0.17 -0.11
O -3.051251 1.346533 -1.794065 -0.02 0.10 -0.02
C -4.335192 1.665020 -1.471573 0.02 -0.07 0.01
C -5.479399 1.502815 -2.220656 0.00 -0.01 0.01
C -6.681892 1.878492 -1.620594 -0.01 0.00 0.00
C -6.716928 2.392073 -0.328653 -0.01 0.00 0.00
C -5.549984 2.555484 0.419428 0.02 -0.01 0.00
C -4.370217 2.182722 -0.183699 -0.02 0.02 0.00
H -5.437513 1.098200 -3.223029 0.00 0.00 0.00
H -7.606449 1.766803 -2.172596 0.00 0.00 0.00
H -7.668097 2.672694 0.105387 0.00 0.00 0.00
H -5.560373 2.952966 1.425241 0.00 0.00 0.00
```
Forces are in eV/Å.

The frontier orbital gap is 5.5 eV. The charge is -1.

=====

2.
This record from the Open Molecules 2025 dataset describes a 10-piece molecular cluster, C39H56N4O11 overall. The level of theory is wB97M-V/def2-TZVPD.

```
110
Properties=species:S:1:pos:R:3:forces:R:3
C -3.619382 26.399150 -19.288244 -2.17 -3.95 0.33
C -3.777196 26.655203 -17.890492 -0.36 -1.13 -0.58
C -4.209971 25.499344 -17.252620 -0.38 0.04 -0.74
N -4.388500 24.444381 -18.193135 0.86 3.39 -0.96
C -4.083255 25.009324 -19.443520 0.97 2.11 1.15
H -3.488971 27.074526 -20.120867 0.31 -0.06 0.21
H -3.735999 27.619282 -17.405457 0.30 -0.12 0.06
H -4.553204 25.538067 -16.229342 0.09 -0.84 -0.03
H -4.831709 23.537594 -18.155591 0.16 0.36 0.64
H -4.222665 24.388138 -20.315926 0.21 0.19 -0.08
C -2.582671 37.352761 -7.164359 -1.07 -1.61 0.55
C -1.378389 36.606555 -7.277664 -0.17 1.53 -0.78
C -1.338106 36.152541 -8.579680 0.36 -1.20 0.11
N -2.554095 36.352610 -9.200304 -0.37 0.95 2.77
C -3.372104 37.013915 -8.225031 0.51 0.11 -2.48
H -2.881830 37.816545 -6.236022 -0.25 0.13 -0.22
H -0.731018 36.646299 -6.414112 0.75 -0.46 -0.67
H -0.581825 35.569360 -9.083997 0.04 0.10 0.05
H -2.843938 36.007523 -10.104184 0.12 0.13 0.37
H -4.392967 37.202183 -8.523049 0.07 0.31 0.31
C 1.856044 30.832632 -7.441720 0.15 1.86 0.64
C 2.698299 29.736928 -7.396420 -0.02 -2.67 -1.05
C 1.948646 28.694873 -6.882599 -1.01 -0.49 1.53
N 0.734361 29.188450 -6.391137 2.37 1.24 -1.11
C 0.772240 30.547351 -6.682431 -2.54 -0.80 0.61
H 2.070327 31.781262 -7.911379 0.02 0.06 0.30
H 3.652767 29.605833 -7.884468 -0.05 0.09 0.06
H 2.064633 27.645747 -6.653953 0.79 0.04 -0.41
H 0.055764 28.662034 -5.859628 0.17 0.32 -0.15
H -0.046900 31.130746 -6.288645 0.08 0.33 -0.46
C 4.420871 25.183761 -12.200862 -2.71 3.16 -0.49
C 5.543244 24.468477 -12.238317 1.97 -3.75 1.97
C 5.485158 23.664760 -11.065833 1.67 -0.03 -1.24
N 4.396263 23.998315 -10.320217 0.19 0.42 -1.13
C 3.733809 24.967303 -11.034101 -0.87 0.07 0.40
H 4.182262 25.914113 -12.959842 -0.41 0.08 0.15
H 6.259205 24.374959 -13.041480 0.04 0.05 0.24
H 6.215612 22.909873 -10.814854 -0.30 -0.04 0.43
H 4.038980 23.543148 -9.492411 0.34 0.14 -0.23
H 2.837018 25.429465 -10.648642 0.06 -0.09 -0.10
O -2.120082 26.860222 -10.923907 -0.70 6.31 -1.03
C -2.285180 28.142233 -11.094672 0.47 -7.98 2.21
C -1.579362 29.033929 -12.069122 0.04 -0.29 -0.72
C -2.576077 30.104041 -12.110896 -0.70 3.13 0.06
C -3.170823 30.138555 -10.668532 -0.32 1.34 -1.94
O -3.211795 28.778376 -10.286121 1.74 -0.49 -1.40
H -0.566589 29.327974 -11.793528 -0.16 -0.02 0.68
H -1.485332 28.740146 -13.114562 0.09 -1.28 0.38
H -2.147301 31.050690 -12.439707 0.18 0.35 0.56
H -3.274248 29.972944 -12.937625 -0.63 -0.62 0.51
H -2.522348 30.752381 -10.043397 0.00 -0.28 0.36
H -4.172371 30.568209 -10.688314 0.00 -0.19 0.31
O -8.613749 33.941912 -12.005134 -3.03 -0.03 0.76
C -9.776052 33.759975 -11.620132 2.90 0.67 -1.49
C -11.091415 34.426723 -11.959590 -0.35 -0.48 -1.22
C -12.094842 33.292162 -11.738903 -0.94 1.02 2.02
C -11.456704 32.786668 -10.415812 -1.10 -1.38 -1.76
O -10.055501 32.750757 -10.805199 -0.50 -0.53 2.08
H -11.375450 35.136854 -11.182971 0.45 0.41 -0.18
H -11.196574 34.851333 -12.957966 0.60 0.26 0.22
H -13.008700 33.830697 -11.488007 -0.43 -0.40 -0.04
H -12.376142 32.556530 -12.492439 0.87 0.02 -0.10
H -11.797376 33.403410 -9.584140 1.04 0.65 0.05
H -11.792310 31.795630 -10.110351 0.51 -0.24 -0.33
O -10.907381 26.287215 -11.238305 1.65 0.26 -0.62
C -10.107497 26.649542 -12.084666 -1.27 0.00 3.90
C -8.884028 27.622956 -11.896950 -1.68 -1.19 -0.61
C -8.791489 28.083690 -13.347155 1.86 1.27 1.08
C -9.915867 27.422305 -14.113199 1.38 2.21 -1.67
O -10.366681 26.376846 -13.345690 -0.19 -1.09 -1.12
H -9.214367 28.410711 -11.219881 0.03 -0.10 -0.01
H -8.007962 27.142584 -11.461253 -0.16 -0.16 -0.20
H -8.761114 29.171201 -13.280027 -0.46 0.08 -0.73
H -7.842183 27.814833 -13.810442 0.07 -0.14 0.20
H -10.709753 28.132272 -14.345134 -0.29 -0.18 0.07
H -9.393195 27.178881 -15.038225 -0.92 -0.93 -0.27
O -2.848161 25.372247 -5.459102 -1.58 0.03 -0.35
C -2.593216 24.230162 -5.697041 0.88 0.94 0.21
C -3.280919 23.097142 -6.470194 0.10 -0.09 1.57
C -2.360541 21.915617 -6.106121 1.48 -0.35 -1.89
C -0.981662 22.634106 -5.988396 -1.38 -1.36 1.43
O -1.373050 23.834605 -5.264813 1.60 -1.38 -1.11
H -4.306235 22.969477 -6.123020 0.02 0.19 -0.14
H -3.280938 23.389861 -7.520152 0.07 -0.32 -0.05
H -2.517147 21.262170 -5.247875 -0.65 0.85 0.42
H -2.260899 21.180243 -6.904499 -0.29 0.07 -0.36
H -0.318413 22.008329 -5.391239 0.05 0.44 0.38
H -0.469880 22.725220 -6.946454 -0.31 1.00 -0.12
O -3.366540 17.177303 -12.412573 0.44 0.49 -0.38
C -3.241735 18.347551 -12.717308 0.27 -5.57 -4.10
C -2.769726 18.868661 -14.118497 1.28 -0.85 0.86
C -2.616454 20.304471 -13.851904 0.46 2.89 0.07
C -3.272103 20.579666 -12.499626 0.24 0.60 0.24
O -3.578990 19.250209 -11.939257 -1.14 5.91 2.69
H -1.777823 18.457026 -14.305023 -0.16 -0.48 -0.05
H -3.369241 18.659077 -15.004359 -0.41 -0.33 0.57
H -1.638073 20.736992 -13.642618 0.74 -1.05 -0.57
H -2.903372 20.953055 -14.679631 -0.81 -0.03 0.16
H -2.534919 21.087330 -11.877588 0.03 -0.60 0.48
H -4.057881 21.334981 -12.511587 -0.94 -0.96 0.03
C -0.253426 32.129353 -18.388974 1.23 -1.37 0.76
C -0.572993 32.437677 -16.972708 -3.91 0.64 1.10
C 0.565958 32.541698 -15.962193 0.49 0.16 -0.70
O -1.778336 32.627283 -16.717270 2.55 -0.27 0.47
H -1.067446 31.621630 -18.906374 -0.25 1.04 -0.14
H 0.459830 31.312972 -18.275427 0.78 0.10 -0.52
H 0.239391 33.011230 -18.798266 -0.21 -0.27 -0.62
H 0.960268 31.587523 -15.612694 -0.37 -0.34 -0.23
H 0.453265 33.160330 -15.071855 -0.64 0.08 -0.32
H 1.381503 32.944133 -16.563049 0.33 0.21 0.20
```
Forces are in eV/Å.

Its SMILES is c1cc[nH]c1.c1cc[nH]c1.c1cc[nH]c1.c1cc[nH]c1.O=C1CCCO1.O=C1CCCO1.O=C1CCCO1.O=C1CCCO1.O=C1CCCO1.CC(C)=O. The frontier orbital gap is 8.0 eV. The charge is 0.

=====

The following energy relative to the best compared isomer or geometry (same formula, charge and spin) values (in kJ/mol) correspond, in order, to the records above: 5.7; 680.6.